78
Properties=species:S:1:pos:R:3:forces:R:3:mulliken_charge:R:1 method="wB97M-V/def2-TZVPD" e_above_lowest_kcal_mol=51.6 energy_ha=-4697.45048 gap_ev=7.2 total_charge=0 max_force_ha_per_bohr=0.01858
H 0.5848 -1.1315 4.2961 -0.01 0.00 0.00 0.5213
H -3.6997 6.1102 -6.1324 0.00 0.00 0.00 0.4083
H 4.2607 1.0237 2.7957 0.00 0.00 0.00 0.3392
C 1.7046 0.6531 -3.9076 -0.02 -0.03 -0.02 -0.3316
C -0.2640 1.9125 3.1394 -0.02 -0.05 0.06 0.1321
H -4.4598 1.0514 -1.2467 -0.29 0.37 -0.05 0.1323
H 3.5113 -0.0137 -1.8291 -0.01 0.00 -0.02 0.3557
O -2.6293 0.6277 -1.1138 -0.82 -0.39 -0.30 -0.9616
N -5.3022 1.2277 -1.8263 0.11 0.21 0.03 -0.2632
N -6.2663 0.4512 -3.7881 0.00 -0.02 0.00 -0.3896
C 0.1859 2.0555 -2.6446 -0.04 -0.09 -0.06 0.7059
C -2.8736 5.0920 -4.4057 0.02 0.04 -0.03 0.7016
C 0.6682 -0.6487 3.3212 -0.02 -0.03 0.04 0.5692
H -7.0758 0.1309 -3.2867 0.00 0.00 0.00 0.2146
O -0.2591 2.3807 -1.4248 -0.05 0.08 0.02 -0.8376
C 2.1071 1.1403 2.6109 0.01 0.00 0.00 -0.0254
N -3.9973 0.9206 -3.6819 -0.13 0.35 -0.15 0.4064
H 2.1185 2.1014 2.1065 0.00 0.00 0.00 0.5872
C 2.5701 -0.4227 -1.4556 -0.01 0.00 0.00 -0.6610
H 3.0465 -1.1438 4.4609 0.00 0.00 0.00 0.3754
C 1.1924 1.0657 -2.6946 -0.08 -0.02 -0.06 -0.2275
H -3.2625 1.2478 -3.0663 0.11 0.16 0.00 -0.0855
C 1.1996 1.2091 -5.0843 0.03 -0.01 0.00 -0.8964
H -3.7295 -1.9288 -5.4660 0.05 -0.03 0.01 0.4697
H 1.9032 -1.9513 2.0499 0.00 0.00 0.00 0.7414
C -2.9581 -0.4886 -1.6758 0.69 -0.14 0.04 0.0555
C -0.5426 -1.0654 2.4622 0.06 -0.06 0.21 -0.8399
H 2.6713 -0.6913 -0.4096 0.01 0.01 0.00 -0.2070
H 3.4303 1.2324 4.3435 0.00 0.00 0.00 0.3804
C -0.2996 2.6019 -3.8328 0.04 -0.02 0.03 1.5058
C 3.2015 -0.7835 3.4437 0.00 0.00 0.00 -1.0023
N -1.8755 4.2476 -4.8605 -0.04 0.01 -0.09 -0.0525
C -3.6281 -1.3833 -4.5251 0.07 -0.13 0.01 -0.4128
C -2.8996 4.9135 -3.0196 0.01 -0.07 0.01 0.2201
H -1.4415 -0.1334 -3.1181 0.01 0.01 -0.04 -1.3053
C -2.4189 -1.9345 -3.7452 -0.06 0.11 0.05 -1.4986
H -3.8137 5.4964 -1.1581 0.00 0.00 0.00 0.5060
Sr -0.7198 0.4065 0.3987 0.33 0.37 -0.67 1.5972
C -4.6202 6.6684 -4.2670 0.00 0.01 0.01 -0.4358
N -0.8174 -1.5881 -1.8056 -0.17 0.03 0.07 -0.2170
C -3.6135 0.1142 -4.8405 0.06 -0.06 0.07 -1.2189
H -4.5228 -1.5875 -3.9359 -0.02 -0.06 -0.05 0.3313
H -4.2793 0.3435 -5.6768 0.01 0.01 0.02 0.4293
H -6.1940 1.1192 -1.3734 0.03 0.00 0.02 0.2616
H 2.2815 -1.2934 -2.0492 0.00 -0.01 0.01 0.3850
O 2.0120 0.0834 1.6218 -0.01 -0.03 0.07 -0.3351
N -1.9443 3.9773 -2.6568 0.05 -0.11 -0.02 -0.2731
C -3.7290 5.9712 -5.0598 0.01 0.00 0.00 -1.1442
H -2.7153 -2.8901 -3.3099 0.04 -0.02 0.03 0.2720
H 2.4786 -0.0971 -3.9583 0.00 0.00 0.00 0.5403
H -0.1246 -2.0616 -2.3738 0.05 0.05 0.01 0.2973
C -3.7997 5.6267 -2.2319 -0.01 -0.01 0.02 -0.8490
H -0.1488 2.5676 -5.9976 0.00 -0.01 0.00 0.5132
H -1.1866 -2.2750 -1.1516 0.00 -0.05 -0.04 0.2503
O 1.5491 0.5705 -1.4929 0.01 0.04 0.13 0.1168
H -1.5904 -2.1282 -4.4357 -0.03 -0.02 0.00 0.5237
H 4.0634 -1.3065 3.0301 0.00 0.00 0.00 0.3270
H -2.6224 0.4578 -5.1428 -0.03 -0.01 0.00 0.3943
C 3.3731 0.7518 3.3679 0.00 0.00 -0.01 -0.9255
C 1.9545 -1.0064 2.5789 0.01 0.00 0.00 -0.1227
Br 1.8988 0.6222 -6.7436 0.00 -0.01 0.00 -0.2185
O -4.0108 -1.0955 -1.5313 0.03 -0.39 0.15 -0.6798
C -1.3555 3.6104 -3.7715 -0.10 -0.06 0.15 -0.3553
C -1.8810 -1.0186 -2.6431 -0.04 -0.01 -0.09 2.4352
C -5.1893 0.8497 -3.0917 0.00 0.05 0.03 0.5180
C 0.2157 2.1614 -5.0641 0.00 0.03 0.05 -0.5917
H -1.0257 3.0049 -1.5186 0.06 0.10 -0.02 0.7333
H -5.3634 7.0748 -2.2929 0.00 -0.01 0.00 0.4076
O -0.8576 2.4539 4.0585 -0.01 0.02 -0.01 -0.7654
O -0.3252 -1.8090 1.4518 0.07 -0.07 0.13 -0.6566
O -1.6211 -0.4756 2.6534 -0.03 -0.07 0.09 -0.5841
C 0.8676 0.9090 3.5008 0.01 0.00 0.00 -0.2452
H -6.1514 0.1100 -4.7251 -0.02 0.03 -0.01 0.2097
H -1.5494 4.1671 -5.8064 -0.01 0.01 0.01 0.1984
H -5.3040 7.3672 -4.7302 0.00 0.00 0.00 0.3943
H 1.1057 1.1083 4.5447 0.01 0.00 0.00 0.5832
C -4.6545 6.4997 -2.8736 0.00 0.02 -0.01 -0.5894
O -0.4027 2.1555 1.8807 0.08 -0.04 0.18 -0.8420



80
Properties=species:S:1:pos:R:3:forces:R:3:mulliken_charge:R:1 method="wB97M-V/def2-TZVPD" s2=0.751 e_above_lowest_kcal_mol=13.4 multiplicity=2 energy_ha=-4026.02485 gap_ev="5.0 / 5.0" total_charge=+1 max_force_ha_per_bohr=0.03641
C -1.1435 1.8101 -3.1806 0.11 -0.15 -0.15 -0.8476
C -5.7609 -3.7576 -0.2078 0.34 0.08 -0.22 -0.6876
C -1.9222 -1.6405 -1.2616 0.24 0.11 -0.09 -0.3875
H -1.8812 1.2170 -3.7313 -0.02 0.02 0.02 0.4115
C -0.3721 4.3181 1.6648 -0.01 0.22 0.08 -1.3258
C -6.8979 -4.2527 0.4228 0.06 0.00 0.34 -0.3339
H -1.3308 2.8708 -3.3686 -0.02 0.01 0.02 0.4824
Cl 2.9824 6.9931 0.5031 -0.01 0.01 0.00 -0.2356
H 1.7001 -0.3784 -4.8079 -0.03 0.01 -0.01 0.5623
C 0.2522 1.4419 -3.6294 -0.26 0.22 0.16 -0.2462
H 2.0800 -4.0607 -1.9360 0.04 0.04 0.02 0.3419
C 2.4769 2.6817 -0.9025 0.61 0.73 -0.16 -0.1001
H 4.4514 5.4400 -1.3219 0.01 -0.02 0.01 0.4841
O 2.3650 1.4227 -1.2791 0.16 0.53 -0.06 -0.1399
O -4.6221 -3.6528 4.6053 0.10 0.01 -0.13 -0.6567
C 5.1853 0.7035 0.3949 0.14 0.03 -0.22 -0.4537
C 3.8316 -0.6630 1.9700 0.09 0.04 0.21 -0.0076
H -0.5677 -1.8626 1.6959 -0.03 0.06 0.01 0.5257
C 3.6438 4.8319 -0.9383 -0.06 0.31 0.17 -0.2977
N -7.0275 -4.2783 1.7461 -0.17 0.07 -0.31 -0.4820
N 4.8204 0.2132 1.7113 -0.16 -0.03 0.14 0.3631
H -3.3028 1.1293 -1.8505 0.03 -0.02 0.00 0.3895
H -1.6156 -1.3094 -2.2501 -0.07 0.07 0.01 0.5613
C -1.3407 -1.9320 0.9396 0.25 0.01 -0.10 -0.7260
H 0.7486 6.1368 1.6498 0.02 0.00 0.02 0.4832
H -1.2582 2.3679 1.4688 -0.03 0.02 0.01 0.5374
H 2.4354 -2.5089 -3.7392 0.02 -0.01 0.03 0.4600
S -6.0421 -3.6281 4.3014 -0.22 0.00 -0.27 1.1755
H -2.7868 -2.8640 2.2318 0.02 0.04 -0.02 0.7276
H 0.3285 1.5182 -4.7160 -0.02 -0.04 -0.02 0.6197
H -2.6165 1.5254 -0.2627 -0.04 -0.01 -0.01 0.2500
C -6.0642 -3.6887 2.4467 0.17 0.14 0.91 0.0962
C 1.5282 3.2635 -0.0002 0.11 0.15 -0.08 0.1083
H -2.8637 2.8117 -1.4721 0.05 0.01 0.03 0.2820
H -1.1534 4.6847 2.3154 0.00 -0.02 -0.01 0.4592
H 3.3144 -1.5718 3.7759 -0.08 -0.04 -0.08 0.2527
N -1.0158 -1.4554 -0.2826 -1.47 -1.14 0.19 0.5359
H 5.1258 -0.2090 4.9311 0.00 -0.02 -0.02 0.4310
H 4.3183 0.6697 -0.2566 -0.03 0.02 0.00 -0.2551
I 4.7756 2.6910 -2.8143 -0.11 0.25 0.23 0.0371
C -2.5882 1.7656 -1.3233 -0.01 -0.03 0.10 -1.0571
Ce 0.7585 0.1199 -0.5651 0.20 -0.26 0.31 0.5717
N -5.0176 -3.0650 1.9308 0.33 -0.22 -0.53 -0.3728
H -3.8511 -2.3102 -1.8851 0.02 0.02 -0.02 0.4233
H 0.3166 -3.8085 -1.9051 0.00 0.03 0.02 0.3292
H -5.6110 -3.8707 -1.2742 -0.08 0.03 0.00 0.3432
H 1.2990 -3.4595 -0.4577 -0.01 -0.01 0.00 0.2947
H -7.7235 -4.6631 -0.1477 0.07 -0.08 -0.04 0.4283
H 6.3238 1.2034 2.8940 -0.03 0.01 0.00 0.4785
H 0.9958 2.1034 -3.1758 0.07 -0.05 -0.04 -0.1881
O -6.7715 -4.7972 4.7217 -0.08 0.02 -0.08 -0.6548
C -0.4316 3.0090 1.1820 0.07 -0.26 -0.14 -0.3721
C -2.5441 -2.5120 1.2348 -0.17 -0.07 -0.02 -0.8329
C -3.5098 -2.6309 0.2245 0.55 0.33 -0.18 1.2357
H 0.8563 -0.4867 2.8193 0.02 -0.06 -0.05 0.2491
H 1.1764 1.0947 2.6154 0.02 0.03 0.01 0.1883
C 1.6499 -0.5096 -3.7253 0.09 -0.34 0.09 -0.5401
C 5.4880 0.5266 2.8832 0.08 -0.02 0.03 -0.2175
C 2.7657 5.3646 -0.0347 0.21 0.04 -0.17 0.6103
N 3.8821 -0.8898 3.3017 0.10 0.07 0.01 0.0454
C -3.1590 -2.2088 -1.0601 -0.15 -0.18 0.16 -1.1659
C 1.2776 -3.4338 -1.5438 -0.02 -0.03 0.07 -0.9973
C 1.6700 4.6063 0.4380 -0.14 -0.19 -0.02 0.1609
C 1.5549 -1.9741 -3.3741 -0.03 0.20 -0.10 -0.6996
O -1.2602 1.5238 -1.7878 0.09 -0.03 -0.12 0.3812
O 1.4657 -2.0756 -1.9546 -0.03 0.07 -0.09 0.0197
O 0.4635 0.0968 -3.2017 0.16 0.06 0.09 -0.1542
H 5.9753 0.0885 -0.0366 -0.02 -0.03 0.05 0.2675
C 4.9079 -0.1688 3.8792 0.03 0.06 0.03 -0.6833
H 0.6591 -2.4115 -3.8275 0.01 -0.03 0.00 0.3935
C 3.4884 3.5111 -1.3688 -0.11 -0.82 -0.27 0.1521
N 0.4771 2.4775 0.3860 0.15 0.69 0.16 0.7009
H 2.5362 -0.0638 -3.2624 -0.01 0.12 -0.07 0.0414
H 5.5439 1.7267 0.4812 -0.05 0.01 0.02 0.4014
C 0.6784 5.1165 1.3000 -0.08 -0.12 -0.02 -0.9962
N 0.5513 0.3477 2.3305 -0.22 -0.03 -0.21 -0.5649
H -0.3632 0.5803 2.7090 0.01 0.01 0.08 0.2154
S 2.7869 -1.4385 0.8773 0.18 -0.41 -0.19 -0.4349
C -4.8126 -3.1681 0.6190 -0.92 -0.24 0.46 0.2759
O -6.6828 -2.3447 4.5190 -0.01 -0.02 0.02 -0.6704



73
Properties=species:S:1:pos:R:3:forces:R:3:mulliken_charge:R:1 method="wB97M-V/def2-TZVPD" s2=0.757 e_above_lowest_kcal_mol=5.0 multiplicity=2 energy_ha=-3399.48476 gap_ev="7.1 / 7.2" total_charge=0 max_force_ha_per_bohr=0.00572
N 4.9144 -0.2872 0.8175 0.00 -0.01 -0.02 0.1343
H 1.0684 -1.0875 1.4149 -0.01 -0.01 -0.01 0.0248
N 3.0521 -1.3061 2.0445 -0.02 0.02 0.02 0.1279
H -4.6161 -2.7139 -0.0207 0.00 0.00 0.00 0.2968
C -4.3698 1.6981 -0.7756 0.04 -0.01 0.00 0.9436
C 4.3994 -1.4685 1.5066 0.02 -0.01 0.02 -1.0432
H -4.6570 3.8058 -0.5674 0.00 0.00 0.01 0.3400
C 0.1190 -5.4633 -1.8036 0.00 0.01 0.00 -0.6716
H 5.0713 -1.6915 2.3394 0.00 -0.01 0.00 0.3071
C -1.0298 1.7980 1.5757 0.02 0.01 0.00 -0.2262
H 4.4069 -2.3147 0.8168 0.00 -0.01 0.00 0.4070
H 2.9765 -3.8258 -2.5839 0.01 0.00 0.00 0.4274
H -1.8330 -1.3106 1.1052 0.00 -0.01 0.00 0.2580
C 1.4516 -5.2695 -2.1459 0.00 0.01 0.00 -0.4509
C 2.0633 -1.1759 0.9701 -0.07 -0.03 0.00 -0.3983
H 1.6071 1.7164 1.6832 0.01 0.00 0.00 0.0107
P 2.3333 0.2808 -0.1568 0.08 0.13 -0.07 0.6797
H 4.2742 -0.8840 -1.0795 -0.01 0.01 -0.01 0.4295
H 5.5153 0.6521 2.5688 0.00 0.00 0.00 0.3401
H -1.6517 -1.3756 3.5909 0.00 0.00 0.00 0.4761
H -4.9035 -2.6371 -1.7402 0.00 0.00 -0.01 0.2987
O -3.1388 1.9638 -1.0237 -0.02 -0.10 0.06 -0.6739
C 0.0183 2.3051 -2.5845 0.05 0.01 0.04 -0.5493
H -0.6323 3.7708 1.4174 0.00 -0.02 -0.02 0.2764
H -0.6446 2.7969 3.4517 0.01 0.01 0.00 0.4576
C 0.5737 4.5622 -2.1271 0.00 -0.03 0.00 -0.3836
C 0.5505 3.4934 -3.0223 0.02 0.02 0.05 -1.0412
H -0.0304 1.4278 -3.2166 -0.03 0.01 -0.02 0.5141
H -6.0696 -1.8839 -0.6244 0.00 0.00 0.00 0.4024
C 1.9399 -3.9811 -2.3110 0.00 -0.01 -0.01 -0.6962
C 0.1098 4.3844 -0.8455 0.06 -0.03 -0.04 -1.0362
H 2.9298 2.4601 0.7974 0.01 -0.01 -0.01 0.4820
C -1.1050 -1.8935 -1.5771 -0.06 0.03 0.03 0.0459
H -1.0640 0.7547 4.7853 0.00 0.00 0.00 0.4084
C 4.1553 -0.0276 -0.4093 0.03 -0.05 0.02 -1.1648
C 1.1010 -2.8908 -2.1306 -0.02 -0.01 0.00 -0.3664
N -2.3717 -2.0727 -1.3342 0.08 0.01 0.03 -0.7685
N -0.7722 2.9540 0.8464 -0.14 0.04 -0.03 0.3115
C -0.9194 1.8668 2.9710 -0.01 0.00 0.01 -0.6769
H 2.1058 -6.1207 -2.2841 0.00 -0.01 0.00 0.3911
H -5.9846 0.3789 -0.4533 0.00 0.01 0.00 0.2978
N 3.5074 1.0931 2.2771 -0.02 0.00 0.01 0.0993
C 4.8407 0.8477 1.7312 0.01 0.01 0.02 -0.9834
C -0.3969 3.1306 -0.4761 0.15 -0.07 0.02 0.6554
H 5.1832 1.7461 1.2129 0.00 0.00 0.00 0.3931
N -1.3603 0.6786 0.9517 0.03 -0.01 0.01 1.1303
N -2.9685 -0.8223 -1.1399 -0.03 -0.05 0.02 0.4307
C 3.0403 -0.1364 2.9173 0.01 -0.01 0.00 -0.8708
C -1.5714 -0.4277 1.6770 0.00 0.02 0.01 -0.6907
H 0.1427 5.1885 -0.1222 0.00 0.00 0.01 0.4452
H 2.0242 0.0200 3.2889 0.01 0.00 -0.01 0.3395
H 0.9686 5.5237 -2.4280 0.00 0.00 0.00 0.4361
Co -1.7799 0.6240 -1.1562 -0.01 0.15 0.01 -0.0800
C 2.5792 1.5149 1.2244 -0.02 0.01 0.02 -0.5387
H -1.7611 -4.5117 -1.3616 0.00 0.00 0.00 0.4697
C -5.0162 -2.0785 -0.8118 -0.01 0.00 0.00 -1.3596
O -0.5340 -0.7303 -1.6261 0.07 -0.01 0.00 -0.5642
C -4.9269 0.4373 -0.6691 0.04 -0.01 0.01 -1.3106
H 3.6953 -0.3419 3.7685 0.00 0.00 -0.01 0.2888
C -4.2453 -0.7924 -0.8828 -0.03 0.03 -0.03 1.6110
C -0.2345 -3.0817 -1.7880 -0.01 0.01 -0.01 0.5434
C -5.2655 2.9048 -0.6082 0.01 0.00 0.00 -1.6074
H 4.5908 0.8351 -0.9213 0.00 0.00 0.01 0.4582
C -1.1482 0.7267 3.7067 -0.01 0.00 0.00 -0.7266
H 1.4621 -1.8772 -2.2499 0.00 0.01 -0.01 0.4692
N -0.4737 2.1323 -1.3485 -0.28 -0.05 -0.07 0.9342
H -0.2655 -6.4670 -1.6746 0.00 -0.01 0.00 0.3898
C -0.7212 -4.3761 -1.6260 -0.01 -0.01 -0.02 -0.3137
H 2.0558 -2.0905 0.3709 0.01 0.01 0.01 0.4234
H -5.9588 2.9866 -1.4466 0.01 0.01 -0.02 0.3378
H -5.8584 2.8264 0.3035 -0.01 -0.01 -0.01 0.3734
C -1.4747 -0.4571 3.0509 0.00 0.00 -0.01 -0.5843
H 0.9268 3.5857 -4.0299 0.00 0.01 0.00 0.4599